Record 1
Entry from OMol25: a structure of composition C4H3LiMgO2Tl in a non-equilibrium geometry (ωB97M-V with the def2-TZVPD basis set).

```
12
Properties=species:S:1:pos:R:3:forces:R:3
Tl 3.338853 -3.153422 -1.076616 0.0 0.2 0.0
Mg -1.731083 2.869378 1.741878 0.3 0.5 -0.2
O -2.622639 1.248466 1.437506 0.9 -2.4 -1.3
O 2.369041 -1.018853 -1.153915 -1.3 1.0 0.5
C 1.440011 -0.156224 -0.840482 2.0 -0.3 -1.2
C -1.741814 0.321937 0.998917 -1.3 1.5 3.6
C -0.706303 0.652140 0.184932 2.4 -0.6 -2.2
C 0.294575 -0.385416 -0.130209 -2.6 0.0 1.2
Li -0.720942 0.683058 -1.847679 -0.1 0.3 0.0
H 0.115735 -1.430300 0.179605 0.1 0.3 0.0
H -1.629164 -0.512635 1.720377 -0.6 -0.3 -0.6
H 1.593730 0.881872 -1.214315 0.1 -0.3 0.2
```
Forces are in eV/Å.

energy relative to the best compared isomer or geometry (same formula, charge and spin) = 11.9 kcal/mol
total charge = +1
E_LUMO (spin up / spin down) = -3.6 / -4.9 eV
molecular weight = 318.69 g mol⁻¹
HOMO level (spin up / spin down) = -11.06 / -9.40 eV


Record 2
Entry from OMol25: a structure of composition C4H3LiOSr in a non-equilibrium geometry (ωB97M-V with the def2-TZVPD basis set).

```
10
Properties=species:S:1:pos:R:3:forces:R:3
Sr -2.719272 0.982703 -0.237802 1.4 0.7 -0.5
O -1.719413 -1.220256 0.002955 0.0 -2.0 0.4
C 0.543106 1.382955 -0.494670 -1.2 -1.1 0.5
C 0.275102 2.572001 -0.621328 -1.1 1.2 0.3
C 0.727800 -1.329322 -0.046502 -2.7 -5.4 0.9
C -0.569100 -1.550494 0.011733 3.1 5.4 -1.0
Li 0.885313 -0.987133 2.394200 0.3 0.1 -0.2
H 1.709877 -0.934454 -0.290600 -0.6 0.5 -0.2
H 0.094892 3.638218 -0.625262 0.4 -0.3 -0.2
H 0.771694 -2.554217 -0.092724 0.5 0.7 0.1
```
Forces are in eV/Å.

energy relative to the best compared isomer or geometry (same formula, charge and spin) = 85.6 kcal/mol
total charge = +2
E_LUMO = -8.7 eV
molecular weight = 161.63 g mol⁻¹
HOMO level = -15.52 eV


Record 3
Entry from OMol25: a structure of composition C4H3LuO2 in a non-equilibrium geometry (ωB97M-V with the def2-TZVPD basis set).

```
10
Properties=species:S:1:pos:R:3:forces:R:3
Lu 3.257609 -0.571422 1.096600 -0.8 0.1 -0.6
O 0.954456 -0.424302 0.147975 0.7 -3.7 2.9
O -3.528881 -1.143646 0.187704 1.2 0.7 -0.9
C -0.770166 0.963579 -0.720272 1.5 -1.5 0.9
C 0.359105 0.537650 -0.502839 -2.9 2.0 -1.5
C -2.634875 -0.330154 0.029538 -2.8 1.6 -0.9
C -2.156623 0.800920 -0.479640 1.3 -0.2 0.3
H -2.770648 1.684862 -0.245786 -0.7 -0.1 -0.3
H -4.223498 -0.925986 0.852487 -0.5 -0.8 1.2
H 0.132422 -1.101771 0.495714 3.2 1.8 -1.0
```
Forces are in eV/Å.

total charge = +4
E_LUMO (spin up / spin down) = -21.0 / -21.0 eV
molecular weight = 258.03 g mol⁻¹
HOMO level (spin up / spin down) = -25.34 / -24.73 eV


Record 4
Entry from OMol25: the molecule C4H3N in a non-equilibrium geometry (ωB97M-V with the def2-TZVPD basis set).

```
8
Properties=species:S:1:pos:R:3:forces:R:3
N -0.745702 2.237234 1.458629 0.1 -1.0 -0.6
C 0.537779 -0.419007 -0.678478 0.1 -0.1 -0.1
C -0.688132 1.228510 0.891718 -0.1 0.9 0.5
C -1.705185 -0.766960 0.408204 0.5 0.3 -0.2
C -0.635927 -0.026962 0.195858 -0.4 -0.2 0.1
H 0.374316 -1.404133 -1.121458 0.0 0.1 0.1
H 0.661428 0.312882 -1.480928 0.0 -0.1 0.1
H 1.451803 -0.448482 -0.079495 -0.2 0.0 -0.1
```
Forces are in eV/Å.

energy relative to the best compared isomer or geometry (same formula, charge and spin) = 52.2 kcal/mol
E_LUMO = -1.4 eV
molecular weight = 65.07 g mol⁻¹
HOMO level = -10.79 eV


Record 5
Entry from OMol25: a structure of composition C4H3N in a non-equilibrium geometry (ωB97M-V with the def2-TZVPD basis set).

```
8
Properties=species:S:1:pos:R:3:forces:R:3
N 0.943408 1.060314 -0.843992 1.4 2.9 -0.7
C -0.512781 0.764478 0.178744 0.2 -2.4 -0.4
C 0.359027 1.985144 -0.337728 0.4 -0.7 -0.3
C 0.131385 -0.590060 -0.416352 -2.5 -0.6 1.7
C 0.305753 -1.763413 -0.658865 -0.4 0.7 0.4
H -1.531364 0.888206 -0.199527 0.4 -0.1 -0.1
H 0.253724 -2.830096 -0.727414 0.4 0.3 -0.2
H -0.468540 0.752668 1.271747 0.2 -0.1 -0.4
```
Forces are in eV/Å.

energy relative to the best compared isomer or geometry (same formula, charge and spin) = 98.9 kcal/mol
E_LUMO = 0.0 eV
molecular weight = 65.07 g mol⁻¹
HOMO level = -9.63 eV


Record 6
Entry from OMol25: the ion C4H3N2 with charge +1 in a non-equilibrium geometry (ωB97M-V with the def2-TZVPD basis set).

```
9
Properties=species:S:1:pos:R:3:forces:R:3
N -1.295744 1.516048 0.079465 -0.7 2.1 -0.3
N -1.509407 -0.881427 0.072706 1.4 -3.1 -0.9
C 1.238532 0.719046 0.053429 -3.1 -1.1 -0.5
C 0.661021 -0.415485 0.098690 1.6 2.3 -0.3
C -1.546711 0.404164 -0.009834 -0.5 1.1 0.9
C -0.284763 -1.381620 0.023240 -2.0 -1.9 0.2
H 0.545077 1.593757 -0.184870 0.0 -0.6 0.4
H 2.222113 0.895746 -0.026168 3.9 0.7 0.1
H -0.030116 -2.450229 -0.106657 -0.5 0.5 0.3
```
Forces are in eV/Å.

energy relative to the best compared isomer or geometry (same formula, charge and spin) = 52.8 kcal/mol
total charge = +1
E_LUMO = -8.2 eV
molecular weight = 79.08 g mol⁻¹
HOMO level = -16.61 eV


Record 7
Entry from OMol25: a structure of composition C4H3N2 in a non-equilibrium geometry (ωB97M-V with the def2-TZVPD basis set).

```
9
Properties=species:S:1:pos:R:3:forces:R:3
N -1.789422 0.945004 0.012280 -1.0 2.2 0.1
N -1.439954 -1.473609 -0.051998 0.5 0.0 0.1
C 0.203656 -0.026798 -0.003208 2.2 -2.7 0.1
C 1.346815 -0.644402 0.029339 1.9 -1.1 0.1
C -1.810198 -0.364896 0.023385 0.1 -1.3 -0.2
C -0.527316 1.164120 -0.024098 0.2 1.9 -0.2
H 1.712299 -1.753720 -0.066736 -1.4 2.1 0.2
H 2.266277 0.031343 0.203112 -1.5 -0.6 -0.4
H 0.037843 2.122955 -0.122077 -0.9 -0.5 0.2
```
Forces are in eV/Å.

energy relative to the best compared isomer or geometry (same formula, charge and spin) = 44.4 kcal/mol
total charge = +1
E_LUMO = -7.4 eV
molecular weight = 79.08 g mol⁻¹
HOMO level = -17.04 eV


Record 8
Entry from OMol25: the ion C4H3N2O3S with charge -1 in a non-equilibrium geometry (ωB97M-V with the def2-TZVPD basis set).

```
13
Properties=species:S:1:pos:R:3:forces:R:3
S 0.805308 -0.993623 -1.287112 -0.6 -0.1 0.2
O 0.031925 1.748038 2.872046 -0.2 -0.3 0.6
O 0.020198 -1.077077 1.742234 0.0 -0.2 0.2
O 1.031169 2.032679 -1.533533 -0.1 -0.8 1.7
N 0.373022 0.184600 -0.146509 1.4 0.5 -1.8
N 0.758577 2.199407 0.760832 0.3 3.0 1.5
C 0.213723 -0.027112 1.172873 -0.3 0.0 0.5
C 0.303234 1.414786 1.743177 0.3 -0.1 0.0
C 0.798413 1.630670 -0.389208 -0.5 -1.3 -2.5
C -0.852251 -1.697433 -1.231387 0.9 -1.8 -0.6
H -1.530005 -0.930313 -1.438067 -1.1 1.4 -0.2
H -0.968004 -2.048457 -0.199277 -0.3 -0.4 -0.6
H -0.985310 -2.436165 -2.066069 0.2 0.2 1.1
```
Forces are in eV/Å.

energy relative to the best compared isomer or geometry (same formula, charge and spin) = 0.0 kcal/mol
structure (SMILES) = CSN1C(=O)C(=O)N=C1[O-]
total charge = -1
E_LUMO = 3.1 eV
molecular weight = 159.15 g mol⁻¹
HOMO level = -5.02 eV


Record 9
Entry from OMol25: a structure of composition C4H3N3 in a non-equilibrium geometry (ωB97M-V with the def2-TZVPD basis set).

```
10
Properties=species:S:1:pos:R:3:forces:R:3
N 0.802917 0.676020 0.168887 -0.6 -1.0 1.0
N 2.249754 -0.639289 -0.111067 1.1 0.1 -0.4
N 2.267578 0.607379 -0.149022 1.1 0.1 -0.6
C -1.279104 0.020603 -0.018057 -0.1 0.2 -0.1
C 0.860647 -0.682810 0.167474 -4.9 -0.6 0.2
C -0.450701 1.134533 0.018686 -0.3 0.3 -0.5
C -0.533012 -1.167879 0.015312 4.1 1.0 0.3
H -0.706113 2.175529 -0.012100 0.0 0.2 0.0
H -0.862052 -2.182355 -0.026579 -0.2 -0.3 0.0
H -2.349915 0.058268 -0.053538 -0.2 0.1 0.1
```
Forces are in eV/Å.

energy relative to the best compared isomer or geometry (same formula, charge and spin) = 104.6 kcal/mol
E_LUMO (spin up / spin down) = -0.7 / -0.7 eV
molecular weight = 93.09 g mol⁻¹
HOMO level (spin up / spin down) = -8.66 / -8.66 eV


Record 10
Entry from OMol25: the molecule C4H3N3 (ωB97M-V with the def2-TZVPD basis set).

```
10
Properties=species:S:1:pos:R:3:forces:R:3
N 1.629929 -0.017657 -0.014924 -0.3 0.8 -0.2
N -0.890801 0.211115 -0.123807 -0.1 -0.2 0.0
N -0.749292 2.785905 -0.429240 0.4 -0.8 0.2
C 0.957490 -1.213346 0.234657 -0.2 -0.2 0.1
C -0.391329 -0.992184 0.179901 0.1 0.1 0.0
C 1.111189 1.014727 -0.283811 0.3 -0.7 0.1
C -0.180446 1.753363 -0.308583 -0.3 0.8 0.0
H -1.888042 0.378772 -0.068309 0.1 0.0 0.0
H -1.094262 -1.797438 0.375841 0.1 0.1 0.0
H 1.495564 -2.123256 0.438275 -0.1 0.2 0.0
```
Forces are in eV/Å.

energy relative to the best compared isomer or geometry (same formula, charge and spin) = 107.3 kcal/mol
E_LUMO = -1.1 eV
molecular weight = 93.09 g mol⁻¹
HOMO level = -8.77 eV


Record 11
Entry from OMol25: a cluster of 2 separate species, C4H3N3 in total in a non-equilibrium geometry (ωB97M-V with the def2-TZVPD basis set).

```
10
Properties=species:S:1:pos:R:3:forces:R:3
N 0.298076 3.492911 0.560270 0.1 0.8 0.0
N -2.209174 -0.534490 -0.390733 0.6 0.6 0.3
N 0.608113 -0.263352 -0.235560 0.6 3.5 0.2
C 0.143895 -1.353928 -0.335187 -1.8 -1.6 0.6
C -1.710209 0.573079 -0.208627 0.4 -0.5 -0.6
C -0.194767 2.530160 0.174110 0.7 -0.4 0.4
C -0.662629 1.294043 -0.177152 0.3 -1.3 -0.2
H 0.715776 -2.243848 -0.262475 0.7 -0.8 -0.2
H -1.059015 -1.524665 -0.269871 0.4 0.5 -0.4
H -3.135521 -0.802697 -0.408894 -1.9 -0.9 0.0
```
Forces are in eV/Å.

energy relative to the best compared isomer or geometry (same formula, charge and spin) = 119.0 kcal/mol
E_LUMO = -0.8 eV
molecular weight = 93.09 g mol⁻¹
HOMO level = -8.97 eV


Record 12
Entry from OMol25: the molecule C4H3N3 in a non-equilibrium geometry (ωB97M-V with the def2-TZVPD basis set).

```
10
Properties=species:S:1:pos:R:3:forces:R:3
N -2.855731 0.073324 -0.175527 -1.4 -0.3 -0.3
N 1.755267 -0.770918 -0.102464 2.7 1.5 -0.7
N 1.810742 0.739908 -0.054212 -1.6 -1.2 -1.3
C 0.568892 1.122134 -0.133590 2.4 1.2 1.9
C 0.562718 -1.106144 -0.046655 -1.0 -1.3 1.1
C -1.751154 -0.111416 0.021673 2.6 1.2 0.4
C -0.280495 0.018647 0.315690 -3.2 -0.7 -0.9
H 0.208483 -2.121891 -0.057184 0.2 -0.3 -0.1
H -0.140809 0.114639 1.391054 -0.5 -0.1 0.4
H 0.360616 2.171729 0.048850 -0.2 0.0 -0.5
```
Forces are in eV/Å.

energy relative to the best compared isomer or geometry (same formula, charge and spin) = 60.1 kcal/mol
structure (SMILES) = N#CC1C=NN=C1
E_LUMO = -0.2 eV
molecular weight = 93.09 g mol⁻¹
HOMO level = -11.02 eV